[1]
Here is a gas-phase ion, C3H9N4 (charge +1) from the Open Molecules 2025 dataset. Energies are from ωB97M-V/def2-TZVPD.

Cartesian coordinates (Å):
C (0.043, 0.374, -0.583)
C (0.181, -0.264, -1.969)
C (-0.491, -0.006, 1.888)
N (0.086, -2.477, 1.228)
N (0.130, -1.779, 0.210)
N (-0.044, -0.467, 0.537)
N (0.006, 1.703, -0.500)
H (0.604, -1.178, -2.081)
H (0.786, 0.411, -2.653)
H (-0.810, -0.233, -2.500)
H (0.417, 0.252, 2.390)
H (-1.178, 0.804, 1.789)
H (-1.048, -0.918, 2.379)
H (0.486, -3.431, 1.165)
H (0.161, 2.303, -1.204)
H (-0.095, 2.180, 0.410)

Atomic forces in eV per Å
0.2 -2.0 0.8
-1.3 4.5 -1.1
-0.3 -2.9 -0.1
0.2 -4.2 1.0
-0.6 1.9 -0.1
-0.2 3.8 -4.1
-0.9 -2.3 4.9
1.0 -2.8 0.4
-0.5 -0.5 1.1
0.6 -0.3 0.9
0.2 0.2 0.9
-0.4 0.6 -0.1
1.2 1.9 -0.9
0.0 0.7 0.7
0.6 2.0 -3.4
0.1 -0.6 -0.7

Computed properties:
Total energy ... -338.3097 Ha
Energy relative to the best compared isomer or geometry (same formula, charge and spin) ... 30.8 kcal/mol
Frontier orbital gap (spin up / spin down) ... 7.8 / 8.2 eV
<S²> ... 2.015
HOMO (spin up / spin down) ... -11.2805 / -14.7013 eV
F_max ... 5.60 eV Å⁻¹
Spin multiplicity ... 3
Charge ... +1


[2]
Here is 2 unconnected molecules or ions with the total composition C3H9N4 from the Open Molecules 2025 dataset. Energies are from ωB97M-V/def2-TZVPD.

Cartesian coordinates (Å):
C (2.768, 0.396, 0.549)
C (-1.407, 0.190, 0.089)
C (0.544, -1.108, -0.546)
N (1.734, 0.483, -0.164)
N (-2.663, 0.171, 0.476)
N (-0.890, 1.331, -0.390)
N (-0.642, -0.898, 0.207)
H (3.346, 1.309, 0.614)
H (3.122, -0.598, 1.007)
H (1.050, -2.053, -0.193)
H (0.529, -1.000, -1.637)
H (-3.221, 0.977, 0.171)
H (-3.093, -0.633, 0.960)
H (-1.403, 2.157, -0.170)
H (0.073, 1.578, -0.715)
H (-0.985, -1.515, 0.836)

Atomic forces in eV per Å
-1.3 -0.5 -1.3
2.3 0.4 -0.3
-2.4 -5.1 -0.2
3.9 2.0 2.3
-1.7 0.4 0.5
0.3 0.9 -0.8
1.5 2.6 -3.1
0.7 0.1 0.5
-0.5 1.3 -0.5
-0.3 1.4 -0.4
-0.3 0.4 0.6
0.0 -0.9 0.7
0.3 0.9 -0.7
-0.5 0.4 -0.1
-1.1 -1.5 0.6
-0.8 -2.9 2.1

Computed properties:
Total energy ... -338.3191 Ha
Energy relative to the best compared isomer or geometry (same formula, charge and spin) ... 24.8 kcal/mol
Frontier orbital gap (spin up / spin down) ... 7.0 / 9.5 eV
<S²> ... 2.019
HOMO (spin up / spin down) ... -9.9018 / -15.0279 eV
F_max ... 5.59 eV Å⁻¹
Spin multiplicity ... 3
Charge ... +1